C25H38F6N8O6SSbSiTa | ωB97M-V with the def2-TZVPD basis set

**Strongest force on any atom**: 2.17 eV Å⁻¹
**2S+1**: 2
**Energy above the lowest of the compared OMol25 structures with the same formula, charge and spin**: 224.8 kJ/mol
**<S²>**: 0.782
**Kohn-Sham gap (alpha / beta)**: 7.71 / 6.40 eV
**Total energy**: -93833.080 eV
**Net charge**: +3

Cartesian coordinates (Å):
Ta -0.989 0.546 0.318
C -4.637 -1.244 0.943
Si -3.128 -2.266 1.386
C -3.345 -3.757 0.275
C -3.101 -2.647 3.208
N -1.374 -1.555 0.916
C -0.408 -2.487 1.081
C -0.604 -3.768 1.709
C 0.412 -4.661 1.887
C 1.712 -4.354 1.461
C 1.976 -3.142 0.847
C 0.943 -2.241 0.662
O 1.110 -1.025 0.067
C 2.343 -0.840 -0.643
C 2.507 -1.528 -1.834
C 3.708 -1.394 -2.516
C 4.709 -0.579 -2.006
C 4.520 0.096 -0.809
C 3.328 -0.038 -0.106
H -5.399 -1.665 1.604
H -4.997 -1.450 -0.068
H -4.654 -0.179 1.148
H -4.237 -4.273 0.645
H -2.554 -4.498 0.217
H -3.591 -3.451 -0.743
H -4.121 -2.571 3.584
H -2.500 -1.927 3.761
H -2.747 -3.644 3.460
H -1.573 -4.040 2.082
H 0.214 -5.607 2.371
H 2.515 -5.061 1.617
H 2.976 -2.906 0.517
H 1.740 -2.196 -2.204
H 3.864 -1.938 -3.437
H 5.645 -0.481 -2.536
H 5.306 0.720 -0.408
H 3.176 0.477 0.831
N 0.629 0.269 2.787
N 1.042 1.553 3.213
C 0.350 2.617 2.793
N 0.629 3.847 3.152
N -0.643 2.241 1.954
N -1.471 3.077 1.368
O -1.708 4.208 1.573
O -2.037 2.380 0.422
H 0.046 -0.139 3.518
H 1.463 -0.296 2.659
H 1.741 1.642 3.939
H 1.361 4.044 3.820
H 0.000 4.601 2.912
N -2.903 0.508 -0.853
C -2.867 0.170 -2.299
C -2.146 -1.150 -2.364
N -0.878 -0.983 -1.617
H -3.552 -0.121 -0.378
H -3.309 1.438 -0.746
H -2.329 0.956 -2.821
H -3.879 0.121 -2.703
H -1.990 -1.484 -3.390
H -2.723 -1.922 -1.850
H -0.191 -0.533 -2.216
H -0.514 -1.898 -1.376
F -2.203 0.401 1.949
Sb -3.215 1.536 4.182
F -3.948 1.856 5.832
F -4.389 0.148 3.819
F -1.803 0.368 4.594
F -3.905 2.477 2.721
F -1.960 2.938 4.280
C 4.723 2.908 -5.372
C 3.722 2.728 -4.278
C 2.902 1.597 -4.231
C 1.959 1.441 -3.238
C 1.824 2.438 -2.273
C 2.623 3.589 -2.302
C 3.568 3.712 -3.298
S 0.620 2.372 -1.058
O 0.914 1.423 0.124
O 0.323 3.686 -0.593
O -0.557 1.522 -1.539
H 4.859 1.998 -5.952
H 5.687 3.217 -4.969
H 4.389 3.697 -6.050
H 3.003 0.839 -4.996
H 1.323 0.568 -3.234
H 2.490 4.370 -1.569
H 4.188 4.598 -3.333

Löwdin atomic charges, in units of e:
1 Ta 2.0646
2 C -0.1686
3 Si 0.5650
4 C -0.1433
5 C -0.1420
6 N -0.0998
7 C -0.2688
8 C -0.0247
9 C -0.0070
10 C 0.0223
11 C 0.0335
12 C -0.2088
13 O -0.1381
14 C -0.2773
15 C -0.0297
16 C -0.0402
17 C -0.0383
18 C -0.0228
19 C -0.0115
20 H 0.0726
21 H 0.0546
22 H 0.0299
23 H 0.0709
24 H 0.0412
25 H 0.0286
26 H 0.0558
27 H 0.0275
28 H 0.0481
29 H 0.0573
30 H 0.1364
31 H 0.1380
32 H 0.1367
33 H 0.1301
34 H 0.1277
35 H 0.1262
36 H 0.1255
37 H 0.1168
38 N 0.0799
39 N 0.0679
40 C -0.3648
41 N 0.2845
42 N -0.0053
43 N -0.3702
44 O 0.2364
45 O -0.1688
46 H 0.0982
47 H 0.1124
48 H 0.1842
49 H 0.1591
50 H 0.1364
51 N -0.0416
52 C -0.1541
53 C -0.1571
54 N -0.0216
55 H 0.0361
56 H 0.1272
57 H 0.1223
58 H 0.1497
59 H 0.1461
60 H 0.1010
61 H 0.0795
62 H 0.0953
63 F -0.4649
64 Sb 1.5932
65 F -0.2640
66 F -0.2913
67 F -0.3202
68 F -0.2966
69 F -0.3090
70 C -0.0126
71 C -0.2168
72 C -0.0039
73 C -0.0458
74 C -0.2903
75 C -0.0133
76 C 0.0114
77 S 0.6916
78 O -0.4429
79 O -0.2057
80 O -0.4356
81 H 0.0894
82 H 0.1002
83 H 0.1094
84 H 0.1315
85 H 0.1011
86 H 0.1256
87 H 0.1382